C28H38Cl63I2OP as an isolated structure in a non-equilibrium geometry. Source: OMol25; level of theory: ωB97M-V/def2-TZVPD.

Structure (XYZ):
```
133
Properties=species:S:1:pos:R:3
Cl -2.57122 -1.27746 -3.50365
Cl -0.00590 -4.12597 5.32862
H -3.08374 0.98615 3.28211
H -7.65121 4.81255 0.16397
Cl -0.92928 -4.85401 -0.43833
C -1.94236 -1.84924 -1.95531
H 4.41815 5.16232 2.19752
Cl -3.40937 14.17188 1.03559
H 0.41106 -0.71465 -4.84043
Cl -3.23832 -1.96019 -0.75720
H -0.28775 4.42945 -2.36665
Cl 3.78884 3.79310 0.41004
Cl 2.68474 -0.25761 -5.09380
Cl -0.72295 -2.63551 1.42668
C 6.06027 -12.43438 -4.48603
H 6.02394 3.30679 -6.09454
Cl -2.10673 -14.29002 -1.80776
Cl -1.96156 -2.20908 4.35934
I -3.68015 7.54880 3.37163
C 1.32525 -12.11647 -4.72199
C -2.68109 12.59692 1.33581
C -1.64855 1.58947 4.69799
C 1.00718 -7.21646 -3.49179
Cl -0.36391 -8.20570 -4.00437
Cl -7.48372 -3.57160 -1.65342
Cl 7.56246 -13.13420 -3.87930
C -0.17391 1.84078 4.91572
Cl 6.08952 -12.32593 -6.24788
Cl 1.07097 -2.27842 -6.44946
Cl -2.06099 -16.37031 -4.94215
Cl 2.08850 -10.60178 -4.25687
C -3.43005 8.63520 -0.51863
Cl -6.79166 -1.44546 -3.50588
C -0.94922 4.09625 -1.57948
Cl 4.87440 2.29859 -7.86204
Cl 2.49136 -13.20337 -5.47842
Cl 5.77609 -10.84967 -3.77276
Cl 9.62619 -7.56637 -12.07213
Cl 0.57554 -12.88710 -3.32034
C 1.28839 -1.33326 -4.97763
H 0.14287 2.83616 4.60404
Cl -1.86473 12.57358 2.89565
Cl 1.43220 -2.38035 -3.56603
H 0.06144 6.09534 3.95937
C -1.02585 6.11989 3.94239
H -4.87642 9.14047 10.83154
Cl -4.91403 8.38725 -1.43126
Cl -1.67406 3.81725 9.27092
Cl 0.76422 -1.36956 4.80885
H -2.42026 4.21013 4.38211
Cl 3.33138 12.67663 0.82618
H -5.36295 -2.90931 -2.36896
H -1.18750 8.84079 4.77504
Cl 5.22231 1.32574 -5.15017
H -3.37299 2.87529 2.12896
Cl 1.63982 -7.79674 -1.94732
H -0.03092 -15.27195 -4.57066
Cl -6.69249 6.81602 0.89036
C -3.52448 -15.11054 -1.15164
H 1.79514 -7.28872 -4.22890
H 0.69986 2.42240 6.56850
H -2.43560 5.16965 2.17966
Cl 6.95863 -6.67777 -3.97232
H -1.80961 0.59580 5.12373
H -1.53183 -2.83740 -2.10170
Cl 0.66194 11.54566 0.66689
Cl -0.42185 4.84213 -0.06981
H -1.32777 9.49842 3.16453
Cl 8.96310 -6.51018 -6.07557
Cl 0.50484 -5.53301 -3.34043
H -0.77799 -2.17980 6.37953
Cl -4.33644 9.93028 8.69985
H -0.66084 5.51862 10.50941
H -1.46324 0.81493 2.70141
H -1.77405 2.70142 1.48606
Cl 4.29001 6.65120 0.40273
Cl -4.89869 11.46217 11.10566
H 9.15877 -7.47608 -3.94627
H -1.94809 12.40976 0.56327
C -6.32049 -3.01609 -2.85793
Cl -7.23209 4.41091 2.42934
H 1.83256 12.23732 2.56563
Cl -2.67190 7.07775 -0.18786
C 0.08665 -4.05510 0.76557
P -1.73753 4.43009 3.16248
Cl -0.83046 2.34227 -1.47260
Cl 1.65149 -3.62406 0.06954
Cl 11.76414 -5.62079 -11.79171
H 5.24511 -13.08557 -4.20258
Cl 7.53908 1.70878 -6.86084
C 3.74476 5.27792 1.36021
C 5.92626 2.29033 -6.44840
O 0.05540 1.74498 6.33953
H -0.38542 4.09595 2.84252
C 8.37888 -7.44137 -4.69348
Cl -2.61042 9.67204 11.01429
Cl -2.31804 9.71701 -1.36667
Cl -6.14301 -4.20172 -4.15248
Cl -3.88769 11.31276 1.24584
C -4.26082 9.94867 10.46239
C -2.32493 2.80272 2.42571
Cl -3.26129 -16.85223 -1.08027
H -3.69377 9.10306 0.42493
C 10.22302 -6.18854 -11.14771
Cl 0.63177 -17.35066 -5.40957
Cl -5.36178 4.33322 0.21029
C -6.84219 5.06102 0.83588
C -2.12031 1.49478 3.24472
C 2.10998 11.71812 1.65862
Cl 2.12185 5.55731 1.99727
C -0.93160 8.65907 3.73553
Cl -2.59027 4.59315 -1.99390
C -0.52796 -2.43845 5.36009
Cl -0.65108 -0.79612 -1.38862
Cl -4.95891 -14.73099 -2.10325
Cl 2.74373 10.13635 2.10376
H -3.68312 -14.75201 -0.14471
H 0.54946 -11.90072 -5.44409
H -2.23922 2.26092 5.31707
H 0.15121 8.64981 3.61141
Cl -2.59614 5.04942 11.73512
C -0.40510 -15.92555 -5.34640
H 0.42359 1.07049 4.41956
C -1.68241 5.28702 10.24346
H -1.23527 7.27270 2.17980
I -1.53580 6.12519 6.05844
C -1.54258 7.35800 3.22161
Cl -0.35071 -15.04634 -6.87734
Cl -2.32903 6.65162 9.32881
Cl 8.01075 -9.08442 -5.20507
Cl 10.36719 -6.59525 -9.43828
H 9.50447 -5.38735 -11.24226
H 0.25723 -4.75484 1.57197
```

Values from the calculation:
HOMO ... -0.3020 Eh

Atomic partial charges in e from the Löwdin method, atoms 1 to 4:
1. Cl 0.549
2. Cl 0.529
3. H 0.099
4. H 0.012

---

One molecule with the formula C5H9NO. Source: OMol25; level of theory: ωB97M-V/def2-TZVPD.

Structure (XYZ):
```
16
Properties=species:S:1:pos:R:3
H 0.94298 2.52369 1.00750
C 1.29138 1.52660 0.72738
C -0.63826 -1.50022 -0.86234
N -1.76060 0.44441 1.92671
O -1.61009 -0.65936 -1.47270
C 0.14017 0.71467 0.13294
C -0.94251 0.60127 1.12479
H -2.44573 -0.73521 -0.98453
H 0.98520 -1.22441 0.54471
H 2.10719 1.63195 0.00462
C 0.54988 -0.69405 -0.30951
H -0.28053 -2.21319 -1.61774
H -0.27442 1.21997 -0.74520
H -1.09800 -2.07670 -0.05243
H 1.34895 -0.60521 -1.05328
H 1.68438 1.04576 1.62907
```

Values from the calculation:
HOMO ... -0.3914 Eh
Relative energy (zero: lowest compared OMol25 entry of this formula, charge and spin) ... 1.121 eV
SMILES ... C[C@H](C#N)CCO

Atomic partial charges in e from the Löwdin method, atoms 1 to 4:
1. H 0.084
2. C -0.064
3. C -0.251
4. N 0.159

---

One value per record, in order, for DFT total energy: -31093.55573, -325.89636 a.u..
One value per record, in order, for orbital gap: 0.30323, 0.42374 hartree.